1.
{
  "formula": "C59H133N7O9",
  "method": "ωB97M-V/def2-TZVPD",
  "multiplicity": 1,
  "homo_ev": -8.19,
  "de_lowest_ev": 1.4077,
  "orbital_gap_ev": 8.60,
  "smiles": "CC1(C)CCCC(C)(C)N1O.CC1(C)CCCC(C)(C)N1O.CC1(C)CCCC(C)(C)N1O.CC1(C)CCCC(C)(C)N1O.CC1(C)CCCC(C)(C)N1O.COC[C@H](C)N.COC[C@H](C)N.CC(C)O.CC(C)O",
  "charge": 0,
  "elements": ["C", "C", "C", "C", "C", "C", "C", "C", "C", "N", "O", "H", "H", "H", "H", "H", "H", "H", "H", "H", "H", "H", "H", "H", "H", "H", "H", "H", "H", "H", "C", "C", "C", "C", "C", "C", "C", "C", "C", "N", "O", "H", "H", "H", "H", "H", "H", "H", "H", "H", "H", "H", "H", "H", "H", "H", "H", "H", "H", "H", "C", "C", "C", "C", "C", "C", "C", "C", "C", "N", "O", "H", "H", "H", "H", "H", "H", "H", "H", "H", "H", "H", "H", "H", "H", "H", "H", "H", "H", "H", "C", "C", "C", "C", "C", "C", "C", "C", "C", "N", "O", "H", "H", "H", "H", "H", "H", "H", "H", "H", "H", "H", "H", "H", "H", "H", "H", "H", "H", "H", "C", "C", "C", "C", "C", "C", "C", "C", "C", "N", "O", "H", "H", "H", "H", "H", "H", "H", "H", "H", "H", "H", "H", "H", "H", "H", "H", "H", "H", "H", "C", "O", "C", "C", "C", "N", "H", "H", "H", "H", "H", "H", "H", "H", "H", "H", "H", "C", "O", "C", "C", "C", "N", "H", "H", "H", "H", "H", "H", "H", "H", "H", "H", "H", "C", "C", "C", "O", "H", "H", "H", "H", "H", "H", "H", "H", "C", "C", "C", "O", "H", "H", "H", "H", "H", "H", "H", "H"],
  "positions_angstrom": [[-2.323, 4.441, 3.964], [-3.339, 3.469, 4.404], [-2.646, 2.264, 5.109], [-4.232, 4.205, 5.364], [-5.490, 3.428, 5.626], [-6.292, 3.018, 4.341], [-5.411, 2.374, 3.223], [-5.183, 0.777, 3.583], [-6.071, 2.365, 1.922], [-4.211, 3.212, 3.144], [-3.549, 2.864, 1.940], [-1.585, 4.073, 3.221], [-2.757, 5.359, 3.535], [-1.709, 4.730, 4.797], [-3.303, 1.752, 5.808], [-2.202, 1.498, 4.488], [-1.912, 2.725, 5.724], [-3.666, 4.361, 6.287], [-4.564, 5.262, 5.001], [-5.376, 2.544, 6.295], [-6.176, 4.079, 6.171], [-6.813, 3.920, 3.925], [-7.128, 2.296, 4.574], [-5.122, 0.570, 4.612], [-4.301, 0.499, 3.003], [-6.025, 0.204, 3.254], [-6.376, 3.395, 1.701], [-7.028, 1.791, 1.912], [-5.478, 1.978, 1.087], [-3.161, 1.985, 1.999], [1.593, -4.172, 4.888], [1.190, -3.257, 3.721], [2.449, -2.425, 3.512], [1.021, -4.097, 2.468], [-0.274, -4.835, 2.451], [-1.483, -3.874, 2.589], [-1.333, -3.039, 3.901], [-2.429, -1.888, 3.791], [-1.726, -3.909, 5.188], [0.017, -2.463, 3.929], [0.193, -1.633, 5.044], [1.818, -3.570, 5.809], [0.899, -4.954, 5.141], [2.535, -4.682, 4.651], [3.335, -3.089, 3.428], [2.401, -1.745, 2.654], [2.578, -1.790, 4.361], [1.041, -3.411, 1.638], [1.806, -4.879, 2.372], [-0.344, -5.448, 1.629], [-0.403, -5.514, 3.260], [-2.396, -4.452, 2.545], [-1.433, -3.161, 1.709], [-2.544, -1.260, 4.663], [-3.392, -2.326, 3.641], [-2.127, -1.238, 2.991], [-1.591, -3.304, 6.131], [-1.053, -4.734, 5.384], [-2.799, -4.272, 4.989], [0.345, -2.203, 5.805], [-1.404, 8.496, -2.105], [-1.999, 7.424, -1.176], [-1.324, 7.566, 0.225], [-3.493, 7.596, -1.061], [-4.119, 6.436, -0.297], [-3.830, 5.110, -1.008], [-2.339, 4.864, -1.247], [-1.715, 4.354, 0.067], [-2.241, 3.810, -2.315], [-1.740, 6.092, -1.847], [-0.298, 5.861, -1.899], [-1.602, 9.545, -1.776], [-0.323, 8.410, -2.122], [-1.825, 8.288, -3.093], [-1.334, 8.612, 0.420], [-1.825, 7.015, 1.021], [-0.289, 7.342, 0.166], [-3.717, 8.543, -0.567], [-3.979, 7.708, -2.063], [-3.732, 6.519, 0.725], [-5.201, 6.638, -0.196], [-4.411, 5.158, -1.996], [-4.236, 4.228, -0.446], [-0.590, 4.471, 0.158], [-1.975, 3.326, 0.163], [-2.187, 4.826, 0.895], [-1.217, 3.476, -2.642], [-2.725, 4.282, -3.201], [-2.824, 2.944, -2.085], [-0.158, 5.800, -2.850], [-0.291, -7.325, -0.518], [-1.133, -6.585, -1.593], [-2.512, -7.301, -1.477], [-1.349, -5.151, -1.120], [-0.032, -4.359, -1.196], [0.371, -4.271, -2.676], [0.395, -5.679, -3.397], [0.371, -5.563, -4.945], [1.866, -6.223, -3.092], [-0.674, -6.568, -2.972], [-0.508, -7.922, -3.398], [0.645, -6.880, -0.257], [-0.940, -7.431, 0.348], [0.069, -8.313, -0.807], [-2.913, -7.056, -0.464], [-3.267, -6.966, -2.223], [-2.403, -8.416, -1.482], [-2.067, -4.687, -1.806], [-1.806, -5.161, -0.135], [-0.178, -3.378, -0.741], [0.688, -4.894, -0.617], [1.386, -3.865, -2.877], [-0.376, -3.656, -3.193], [1.303, -5.088, -5.217], [-0.439, -4.937, -5.314], [0.289, -6.563, -5.389], [2.173, -7.019, -3.791], [1.951, -6.633, -2.103], [2.536, -5.395, -3.278], [0.176, -8.328, -2.827], [1.313, 2.244, -4.700], [0.293, 1.704, -5.732], [-0.741, 2.825, -5.949], [0.975, 1.385, -7.059], [1.917, 0.155, -6.997], [0.992, -0.996, -6.598], [0.168, -0.790, -5.310], [-1.034, -1.780, -5.266], [1.138, -1.089, -4.115], [-0.450, 0.559, -5.281], [-1.150, 0.741, -4.002], [0.766, 2.672, -3.821], [1.922, 1.498, -4.271], [1.882, 3.048, -5.235], [-1.447, 2.683, -6.774], [-1.296, 2.923, -5.019], [-0.204, 3.771, -6.099], [0.184, 1.226, -7.742], [1.476, 2.332, -7.362], [2.447, 0.076, -7.960], [2.639, 0.245, -6.212], [1.531, -1.917, -6.369], [0.277, -1.036, -7.374], [-0.666, -2.789, -5.485], [-1.869, -1.525, -5.987], [-1.539, -1.687, -4.336], [0.751, -0.751, -3.154], [2.153, -0.691, -4.295], [1.213, -2.161, -4.102], [-0.442, 0.896, -3.338], [2.816, 1.487, 3.943], [3.786, 0.586, 3.464], [5.145, 0.893, 3.490], [5.871, -0.360, 2.951], [7.188, -0.500, 3.649], [6.049, -0.232, 1.484], [2.755, 2.380, 3.304], [2.975, 1.911, 4.911], [1.836, 0.932, 3.889], [5.353, 1.752, 2.913], [5.487, 1.087, 4.525], [5.201, -1.263, 3.149], [7.749, 0.377, 3.218], [7.611, -1.453, 3.373], [7.048, -0.531, 4.721], [5.245, -0.549, 0.986], [6.895, -0.689, 1.118], [4.412, -0.527, -1.681], [4.735, -1.825, -1.279], [3.552, -2.617, -1.118], [3.982, -4.030, -0.878], [4.587, -4.257, 0.485], [4.874, -4.335, -1.938], [4.067, -0.474, -2.710], [5.293, 0.057, -1.534], [3.563, -0.109, -1.157], [3.007, -2.221, -0.310], [3.052, -2.582, -2.057], [3.018, -4.579, -0.951], [3.754, -4.463, 1.185], [5.096, -3.433, 0.970], [5.292, -5.081, 0.550], [5.229, -5.268, -1.887], [5.631, -3.613, -1.952], [2.659, 3.727, 0.466], [3.457, 2.764, -0.423], [3.412, 3.108, -1.913], [4.884, 2.727, -0.052], [1.594, 3.557, 0.246], [2.786, 4.765, 0.192], [2.838, 3.381, 1.475], [3.068, 1.743, -0.353], [2.381, 2.994, -2.344], [4.137, 2.472, -2.515], [3.631, 4.215, -1.974], [5.022, 2.037, 0.590], [-1.594, 0.027, -0.437], [-0.349, 0.824, -0.212], [0.375, 0.411, 1.035], [0.517, 0.601, -1.318], [-2.015, 0.351, -1.395], [-2.311, 0.196, 0.354], [-1.384, -0.977, -0.491], [-0.592, 1.894, -0.300], [0.810, -0.599, 0.910], [-0.341, 0.386, 1.871], [1.222, 1.030, 1.422], [1.296, 1.178, -1.308]],
  "lowdin_charge": [-0.0697, -0.4916, -0.0023, -0.1691, -0.1915, -0.1131, -0.5100, 0.0024, -0.0775, -0.0532, -0.0632, 0.0929, 0.0950, 0.0809, 0.0712, 0.0725, 0.0691, 0.1256, 0.1594, 0.1109, 0.1024, 0.1215, 0.1289, 0.0463, 0.0576, 0.0635, 0.0923, 0.1023, 0.0871, 0.0787, -0.0300, -0.5380, -0.0417, -0.1409, -0.1777, -0.1098, -0.4457, -0.0330, -0.0189, -0.0889, -0.0115, 0.1004, 0.0577, 0.0905, 0.0927, 0.0809, 0.0671, 0.1048, 0.1322, 0.0506, 0.1031, 0.1136, 0.1272, 0.0661, 0.0703, 0.0547, 0.0883, 0.0382, 0.1093, 0.0761, -0.0426, -0.5027, -0.0133, -0.1610, -0.1827, -0.1264, -0.5182, -0.0281, -0.0506, -0.0499, -0.0486, 0.0963, 0.0708, 0.0852, 0.0698, 0.0645, 0.0669, 0.1218, 0.1329, 0.0936, 0.1171, 0.1431, 0.1255, 0.0987, 0.0402, 0.0387, 0.0823, 0.0981, 0.0760, 0.0968, -0.0386, -0.5155, -0.0417, -0.1338, -0.1588, -0.1096, -0.4496, -0.0228, -0.0309, -0.0838, -0.0178, 0.0535, 0.0836, 0.0785, 0.0823, 0.0962, 0.0910, 0.1316, 0.1002, 0.1016, 0.0684, 0.0889, 0.1004, 0.0766, 0.0649, 0.0855, 0.0852, 0.0581, 0.0590, 0.0883, -0.0289, -0.5438, -0.0273, -0.1298, -0.1430, -0.1346, -0.4667, -0.0240, -0.0183, -0.0725, -0.0380, 0.0707, 0.0405, 0.1094, 0.0910, 0.0546, 0.0858, 0.1020, 0.1298, 0.1172, 0.0856, 0.1219, 0.1036, 0.0587, 0.1082, 0.0572, 0.0643, 0.0720, 0.0461, 0.0518, -0.0951, -0.2090, -0.2046, -0.4254, -0.0737, 0.0618, 0.0641, 0.0751, 0.1017, 0.1044, 0.1278, 0.1423, 0.1117, 0.0704, 0.0769, 0.0404, 0.0884, -0.1095, -0.1916, -0.1809, -0.4586, -0.0419, 0.0498, 0.0841, 0.0879, 0.0658, 0.1126, 0.1040, 0.1222, 0.0593, 0.0662, 0.0761, 0.0707, 0.1054, -0.0249, -0.4682, -0.0537, -0.0603, 0.0639, 0.0830, 0.0519, 0.0886, 0.0572, 0.0999, 0.0993, 0.0297, -0.0182, -0.4810, -0.0345, -0.0758, 0.0885, 0.0763, 0.0472, 0.1165, 0.0833, 0.0761, 0.0738, 0.0670]
}



2.
{
  "formula": "CdH16O8",
  "method": "ωB97M-V/def2-TZVPD",
  "multiplicity": 1,
  "homo_ev": -18.92,
  "de_lowest_ev": 0.2909,
  "orbital_gap_ev": 11.90,
  "charge": 2,
  "elements": ["Cd", "O", "H", "H", "O", "H", "H", "O", "H", "H", "O", "H", "H", "O", "H", "H", "O", "H", "H", "O", "H", "H", "O", "H", "H"],
  "positions_angstrom": [[0.043, -0.012, 0.215], [1.575, 1.092, 1.471], [2.500, 0.701, 1.342], [1.422, 1.215, 2.411], [-0.241, 1.758, -1.206], [0.535, 2.123, -1.601], [-0.843, 2.223, -1.803], [0.402, -2.357, -0.177], [0.824, -3.073, 0.257], [0.820, -2.277, -1.018], [-2.086, -0.867, 0.040], [-2.571, -0.882, -0.763], [-2.748, -0.783, 0.753], [-0.625, -0.824, -2.501], [-0.474, -1.426, -3.211], [-0.118, -0.059, -2.820], [1.996, -0.095, -1.159], [2.444, 0.573, -1.721], [2.618, -0.779, -0.933], [-1.384, 1.696, 1.416], [-1.098, 2.387, 1.998], [-1.931, 2.092, 0.733], [-0.164, -0.846, 2.424], [0.023, -0.219, 3.144], [-0.910, -1.357, 2.698]],
  "nbo_charge": [1.7918, -1.0006, 0.5257, 0.5078, -0.9933, 0.4968, 0.5223, -0.9715, 0.5115, 0.4923, -0.9976, 0.5180, 0.5149, -0.9639, 0.4986, 0.4753, -1.0128, 0.5228, 0.5137, -0.9846, 0.5047, 0.5017, -0.9835, 0.4982, 0.5120]
}



3.
{
  "formula": "C5H5NO",
  "method": "ωB97M-V/def2-TZVPD",
  "multiplicity": 1,
  "homo_ev": -9.98,
  "de_lowest_ev": 3.6773,
  "orbital_gap_ev": 9.90,
  "smiles": "C#CC(=O)[C@H]1CN1",
  "charge": 0,
  "elements": ["C", "C", "C", "O", "C", "C", "N", "H", "H", "H", "H", "H"],
  "positions_angstrom": [[2.496, -1.199, 0.080], [1.568, -0.442, 0.211], [0.706, 0.666, 0.608], [1.143, 1.460, 1.409], [-0.608, 0.852, -0.139], [-1.324, -0.263, -0.805], [-1.916, 0.411, 0.349], [3.293, -1.888, -0.051], [-0.643, 1.915, -0.418], [-1.103, -1.345, -0.678], [-1.786, -0.035, -1.765], [-1.825, -0.131, 1.199]],
  "nbo_charge": [-0.1235, -0.1501, 0.4961, -0.4702, -0.1919, -0.2515, -0.5526, 0.2372, 0.2336, 0.2142, 0.2042, 0.3546]
}



4.
{
  "formula": "C16H24BCl2N6Pt",
  "method": "ωB97M-V/def2-TZVPD",
  "multiplicity": 1,
  "homo_ev": [-18.48, -18.48],
  "orbital_gap_ev": [4.71, 4.71],
  "charge": 3,
  "elements": ["Pt", "C", "C", "C", "C", "C", "N", "N", "B", "N", "N", "C", "C", "C", "C", "C", "N", "N", "C", "C", "C", "C", "C", "H", "H", "H", "H", "H", "H", "H", "H", "H", "H", "H", "H", "H", "H", "H", "H", "H", "H", "H", "H", "H", "H", "Cl", "C", "Cl", "H", "H"],
  "positions_angstrom": [[0.498, 0.661, 1.125], [0.472, -1.688, 3.534], [0.073, -2.043, 2.145], [-0.329, -3.246, 1.611], [-0.568, -3.054, 0.249], [-1.011, -4.039, -0.774], [-0.322, -1.766, -0.051], [0.049, -1.148, 1.106], [-0.346, -0.932, -1.350], [-1.398, 0.238, -1.124], [-1.201, 1.095, -0.033], [-2.158, 2.007, 0.012], [-2.299, 3.088, 1.013], [-3.034, 1.746, -1.097], [-2.490, 0.607, -1.773], [-3.031, -0.060, -2.984], [1.036, -0.267, -1.484], [1.524, 0.464, -0.437], [2.786, 0.919, -0.726], [3.643, 1.722, 0.186], [3.062, 0.480, -2.003], [1.970, -0.253, -2.455], [1.772, -0.947, -3.755], [0.397, -2.569, 4.165], [1.506, -1.338, 3.571], [-0.181, -0.921, 3.956], [-0.432, -4.172, 2.154], [-1.144, -5.010, -0.304], [-1.959, -3.742, -1.223], [-0.270, -4.136, -1.568], [-0.652, -1.568, -2.302], [-1.503, 3.071, 1.757], [-2.294, 4.056, 0.509], [-3.261, 2.995, 1.519], [-3.924, 2.295, -1.364], [-3.934, 0.443, -3.317], [-2.297, -0.039, -3.791], [-3.265, -1.104, -2.772], [3.183, 1.927, 1.147], [4.579, 1.192, 0.367], [3.887, 2.675, -0.285], [3.973, 0.668, -2.548], [2.652, -0.802, -4.376], [1.625, -2.018, -3.608], [0.906, -0.552, -4.287], [-0.891, 3.382, 4.533], [0.785, 3.159, 4.488], [1.294, 1.824, 3.139], [1.187, 2.677, 5.373], [1.334, 4.025, 4.134]],
  "nbo_charge": [1.4344, -0.6826, 0.2453, -0.2860, 0.3701, -0.6781, -0.3282, -0.2404, 0.4913, -0.3401, -0.2392, 0.2362, -0.6679, -0.2893, 0.3173, -0.6664, -0.3357, -0.2478, 0.2541, -0.6768, -0.2953, 0.3640, -0.6769, 0.2945, 0.2524, 0.2498, 0.2914, 0.2784, 0.2690, 0.2687, 0.0415, 0.2115, 0.2849, 0.2824, 0.2850, 0.2781, 0.2578, 0.2577, 0.2188, 0.2897, 0.2890, 0.2908, 0.2781, 0.2666, 0.2670, 0.1735, -0.2613, -0.2100, 0.2679, 0.2652]
}



Energy, record by record: -92189.1710 -21189.8828 -8799.7418 -54859.9424 eV
M, record by record: 1084.75 256.53 95.10 577.21 g mol⁻¹